{"formula": "CHBr2O2P", "method": "wB97M-V/def2-TZVPD", "species": ["H", "P", "Br", "O", "C", "O", "Br"], "xyz": [[0.3416, -0.1051, -1.2462], [-0.9691, 0.0473, 1.6362], [-1.9478, -1.7225, 0.6427], [1.0992, 0.1035, 0.6310], [1.2219, 0.1107, -0.6418], [2.2168, 0.0619, -1.3298], [-1.9626, 1.5042, 0.3079]], "de_lowest_ev": 2.001, "e_homo_ev": -9.58, "lumo_energy_ev": -2.340}

{"formula": "C4H4CuO2", "method": "wB97M-V/def2-TZVPD", "species": ["O", "Cu", "H", "H", "H", "O", "H", "C", "C", "C", "C"], "xyz": [[0.7099, -0.4430, 2.9090], [2.2454, -0.5299, -1.6028], [-0.0599, -1.9869, 0.2385], [0.4704, 1.8900, -0.8677], [-1.9595, 1.5433, -0.2930], [0.8591, -0.1288, -0.5333], [-1.7997, -0.2617, -0.8132], [0.3526, -1.0203, 0.5203], [0.5483, -0.6923, 1.7940], [-0.0305, 0.9278, -0.7575], [-1.3361, 0.7018, -0.5944]], "de_lowest_ev": 2.117, "e_homo_ev": [-19.95, -19.47], "lumo_energy_ev": [-10.438, -13.267], "multiplicity": 2, "total_charge": 2}

{"formula": "C5H17N2O2", "method": "wB97M-V/def2-TZVPD", "species": ["H", "C", "H", "H", "H", "H", "C", "N", "H", "H", "H", "H", "H", "H", "H", "C", "C", "O", "H", "C", "H", "O", "H", "H", "H", "N"], "xyz": [[-1.7401, 1.7398, -1.2038], [1.7517, 1.0531, 0.1780], [1.5293, 1.6576, -1.7807], [-1.0936, 1.3764, 2.2038], [-0.5544, 0.4237, 3.4725], [2.7754, 1.4331, 0.2220], [-0.9445, -0.7801, 0.7310], [1.5600, 0.7621, -1.2819], [-0.4319, -1.3835, -0.0299], [-0.0803, -3.0828, -2.8774], [-1.0618, -2.2177, -3.6314], [0.6334, 0.3700, -1.5743], [0.5302, 1.5789, 2.6574], [1.6110, -1.1605, 0.4612], [-2.4320, 0.7832, 0.7677], [-1.9199, 0.1436, 0.0429], [-0.2208, 0.7941, 2.4902], [-1.2512, 0.9804, -0.8851], [2.2816, 0.2471, -1.7879], [1.4642, -0.2262, 0.9999], [-1.4866, -1.4331, 1.4030], [-0.5573, -2.2487, -2.8001], [-2.7969, -0.3689, -0.3644], [1.0292, 1.8330, 0.4271], [2.2866, -0.3043, 1.7217], [0.1622, -0.2976, 1.6341]], "de_lowest_ev": 1.997, "e_homo_ev": -11.91, "lumo_energy_ev": -3.173, "total_charge": 1}

{"formula": "C2H8N2", "method": "wB97M-V/def2-TZVPD", "species": ["H", "C", "H", "H", "H", "C", "N", "H", "H", "H", "H", "N"], "xyz": [[-1.5879, 2.5378, 0.5236], [-1.2137, -0.5293, -1.0273], [2.5621, 0.3214, 1.1038], [3.0327, -0.8212, -0.1037], [-1.7532, 0.9183, 1.3332], [-1.8209, 1.4289, 0.3367], [-1.8932, 0.7400, -0.7634], [-0.0980, -0.5235, -1.1794], [3.0241, -1.2988, 1.2993], [-1.3443, -1.3182, -0.2376], [-1.4694, -0.8458, -2.0392], [2.5618, -0.6096, 0.7540]], "de_lowest_ev": 2.269, "e_homo_ev": -8.64, "lumo_energy_ev": 0.717, "smiles": "C=NC.N"}

Number 1: E_tot -154521.164 eV, molecular weight 235.799 g mol⁻¹. Number 2: E_tot -52922.583 eV, molecular weight 147.620 g mol⁻¹. Number 3: E_tot -12528.633 eV, molecular weight 137.203 g mol⁻¹. Number 4: E_tot -5181.468 eV, molecular weight 60.100 g mol⁻¹.